ORCA calculation (ωB97M-V/def2-TZVPD) on a molecular structure, C21H22F6NO6PdS5Si.

Net charge: -1
Gap between HOMO and LUMO (eV): 7.9
LUMO energy (Eh): 0.0845
Relative energy (zero: lowest compared OMol25 entry of this formula, charge and spin) (kcal/mol): 17.50
Max |F| (Eh/bohr): 0.0171

The geometry in XYZ format:
```
63
Properties=species:S:1:pos:R:3:forces:R:3:lowdin_charge:R:1
Pd -1.660 -0.472 -1.003 -0.41 0.37 -0.69 0.617
C -1.187 -3.711 -4.015 0.07 -0.01 0.00 -0.106
O -1.356 -2.959 -2.818 0.12 -0.01 0.02 -0.254
C -1.772 -3.584 -1.726 -0.56 0.24 -0.23 -1.307
S -2.179 -5.182 -1.655 0.18 -0.10 0.10 0.586
S -2.050 -2.541 -0.373 0.34 -0.52 0.41 0.652
H -0.959 -2.972 -4.778 0.02 0.00 -0.01 0.087
H -2.096 -4.259 -4.255 -0.01 0.02 -0.01 0.068
H -0.365 -4.419 -3.901 -0.01 -0.01 -0.01 0.083
O -1.936 -0.268 1.911 0.12 0.01 0.20 -0.555
S -0.495 -0.416 2.269 -0.17 -0.04 -0.16 0.973
C -0.461 -0.676 4.053 -0.04 0.05 0.02 -0.362
C -1.658 -0.668 4.747 0.01 -0.03 -0.05 -0.068
C -1.645 -0.895 6.117 0.01 0.01 0.02 -0.080
C -0.446 -1.129 6.775 -0.02 0.00 0.00 -0.096
C 0.748 -1.145 6.064 0.00 0.00 -0.02 -0.088
C 0.743 -0.923 4.696 0.01 -0.01 -0.01 -0.082
C 0.208 1.232 2.291 0.00 -0.01 -0.02 -0.381
C 1.508 1.399 1.850 0.03 -0.05 -0.03 -0.081
C 2.049 2.678 1.812 -0.01 0.00 0.02 -0.075
C 1.278 3.763 2.199 0.00 0.00 0.00 -0.083
C -0.035 3.580 2.619 0.01 0.02 0.01 -0.076
C -0.579 2.310 2.662 -0.02 -0.03 0.02 -0.073
H -2.575 -0.495 4.198 0.00 0.00 0.00 0.108
H -2.576 -0.893 6.670 0.00 0.00 0.00 0.101
H -0.440 -1.307 7.843 0.00 0.00 0.00 0.097
H 1.683 -1.336 6.576 0.00 0.00 0.00 0.100
H 1.669 -0.940 4.132 -0.01 0.01 0.00 0.110
H 2.076 0.544 1.504 -0.03 0.01 0.00 0.084
H 3.061 2.825 1.457 0.00 0.01 0.00 0.101
H 1.692 4.763 2.152 0.00 0.00 0.00 0.099
H -0.641 4.435 2.891 0.00 0.00 0.00 0.105
H -1.613 2.143 2.940 0.00 0.01 0.00 0.120
C 4.098 -0.782 -0.046 -0.02 -0.01 -0.03 -0.195
Si 3.134 -1.342 -1.560 -0.01 -0.01 -0.07 0.401
C 3.433 -3.176 -1.819 0.02 0.04 0.00 -0.190
C 3.759 -0.390 -3.051 0.02 -0.02 0.02 -0.194
C 1.362 -1.038 -1.338 -0.25 0.02 0.11 -0.200
C 0.163 -0.863 -1.196 0.76 -0.20 0.10 -0.273
H 5.168 -0.964 -0.180 -0.01 0.00 0.01 0.026
H 3.771 -1.320 0.847 0.00 0.01 -0.01 0.026
H 3.956 0.288 0.126 0.02 -0.01 0.00 0.014
H 4.489 -3.378 -2.020 -0.01 -0.01 0.01 0.023
H 2.846 -3.546 -2.662 0.00 0.01 0.00 0.024
H 3.136 -3.745 -0.935 -0.01 0.01 -0.01 0.029
H 4.823 -0.575 -3.220 -0.01 0.01 -0.01 0.022
H 3.614 0.683 -2.909 0.00 -0.01 0.00 0.028
H 3.212 -0.681 -3.950 0.00 -0.01 0.01 0.027
F -2.637 4.286 -2.965 0.02 0.02 -0.04 0.131
C -2.538 4.161 -1.646 -0.04 0.00 0.04 -0.657
F -1.543 4.948 -1.231 0.03 0.01 0.03 0.126
F -3.667 4.597 -1.089 -0.02 0.00 0.00 0.134
S -2.205 2.388 -1.130 -0.01 0.21 0.20 0.534
O -3.392 1.943 -0.450 0.08 0.16 -0.09 -0.290
O -0.967 2.448 -0.418 0.08 0.16 0.10 -0.280
N -1.939 1.602 -2.483 -0.16 -0.40 0.24 -0.326
S -3.220 1.047 -3.282 0.04 0.10 -0.20 0.587
O -4.262 2.010 -3.476 0.01 -0.03 -0.07 -0.265
O -3.561 -0.290 -2.880 -0.11 -0.01 0.07 -0.308
C -2.395 0.845 -4.919 -0.09 -0.04 -0.02 -0.686
F -2.025 2.020 -5.423 0.03 0.04 0.02 0.139
F -1.330 0.055 -4.835 0.02 -0.01 0.02 0.140
F -3.272 0.285 -5.761 -0.01 0.00 -0.01 0.129
```
Forces are in eV/Å.

***

ORCA calculation (ωB97M-V/def2-TZVPD) on a single C3H8N2O molecule.

SMILES: CN(C)C(N)=O
Gap between HOMO and LUMO (eV): 10.2
LUMO energy (Eh): 0.0334
Relative energy (zero: lowest compared OMol25 entry of this formula, charge and spin) (kcal/mol): 7.20
Max |F| (Eh/bohr): 0.0058

The geometry in XYZ format:
```
14
Properties=species:S:1:pos:R:3:forces:R:3:lowdin_charge:R:1
C -1.316 -1.042 0.219 -0.12 -0.12 0.01 -0.070
N -0.241 -0.070 0.220 0.14 -0.11 -0.09 -0.174
C -0.635 1.247 -0.252 0.00 0.14 0.00 -0.069
C 1.017 -0.576 -0.070 -0.07 -0.07 0.03 -0.588
O 1.216 -1.746 -0.350 -0.02 0.28 0.11 0.048
N 2.050 0.353 -0.004 0.07 -0.09 0.07 0.137
H -0.959 -1.976 0.652 -0.09 0.13 -0.06 0.088
H -2.143 -0.649 0.822 0.11 -0.07 -0.12 0.087
H -1.680 -1.251 -0.798 0.03 0.02 0.13 0.095
H -1.032 1.195 -1.277 0.05 0.01 0.12 0.093
H -1.421 1.655 0.393 0.15 -0.07 -0.06 0.087
H 0.213 1.931 -0.252 -0.13 -0.06 0.00 0.074
H 2.949 -0.105 -0.041 -0.09 0.05 -0.02 0.100
H 1.982 1.032 0.741 -0.02 -0.03 -0.13 0.093
```
Forces are in eV/Å.

***

ORCA calculation (ωB97M-V/def2-TZVPD) on a gas-phase ion, C5H11N3 (charge +2).

SMILES: [NH3+]CCc1c[nH]c[nH+]1
Net charge: +2
Gap between HOMO and LUMO (eV): 10.9
LUMO energy (Eh): -0.2505
Relative energy (zero: lowest compared OMol25 entry of this formula, charge and spin) (kcal/mol): 27.63
Max |F| (Eh/bohr): 0.0661

The geometry in XYZ format:
```
19
Properties=species:S:1:pos:R:3:forces:R:3:lowdin_charge:R:1
C 0.957 0.959 -1.136 -0.36 -0.41 -0.81 -0.078
C -0.263 -0.050 -1.108 1.55 -2.13 -0.56 -0.078
C -0.726 -0.238 0.318 -0.19 -0.74 -0.22 -0.232
C -0.131 -0.922 1.381 -1.05 1.38 -1.79 0.030
N -1.037 -0.748 2.408 0.36 -0.32 0.71 0.109
C -2.116 -0.011 2.069 0.55 -0.78 -1.43 0.033
N -1.961 0.258 0.738 1.73 -0.87 2.11 0.168
N 2.233 0.175 -1.525 -1.14 2.21 -1.56 0.214
H 0.861 1.680 -1.976 -0.16 -0.33 0.77 0.143
H 1.132 1.504 -0.191 -0.06 -0.41 -0.52 0.145
H -1.078 0.215 -1.860 1.08 -0.30 1.19 0.152
H 0.191 -1.170 -1.444 -1.53 2.96 0.67 0.187
H 0.850 -1.467 1.444 -1.50 0.62 0.17 0.169
H -0.803 -1.252 3.264 -0.90 0.66 0.26 0.197
H -3.011 0.260 2.649 0.77 -0.32 -0.10 0.183
H -2.600 0.759 0.154 -0.45 0.34 -0.13 0.181
H 2.629 0.739 -2.284 0.96 0.19 0.57 0.182
H 2.905 -0.082 -0.842 0.83 -0.06 0.99 0.163
H 1.968 -0.611 -2.063 -0.48 -1.71 -0.33 0.132
```
Forces are in eV/Å.

***

ORCA calculation (ωB97M-V/def2-TZVPD) on a single C18H29N3OS molecule.

SMILES: CCCCN(C)C1CCN(C(=S)Nc2ccc(OC)cc2)CC1
Gap between HOMO and LUMO (eV): 8.5
LUMO energy (Eh): 0.0259
Relative energy (zero: lowest compared OMol25 entry of this formula, charge and spin) (kcal/mol): 14.27
Max |F| (Eh/bohr): 0.0110

The geometry in XYZ format:
```
52
Properties=species:S:1:pos:R:3:forces:R:3:lowdin_charge:R:1
C -3.644 -1.417 -2.401 -0.10 0.25 0.01 -0.117
C -3.655 -0.006 -1.826 0.26 -0.20 0.07 -0.273
C -2.596 0.167 -0.741 -0.34 0.38 -0.15 -0.207
H -1.619 -0.082 -1.159 0.11 -0.07 0.00 0.096
H -2.790 -0.525 0.081 0.04 -0.04 0.05 0.119
C -2.578 1.588 -0.173 0.14 -0.38 0.05 -0.207
N -1.679 1.682 0.964 -0.17 -0.01 -0.02 -0.194
C -2.099 2.655 1.948 0.00 -0.05 -0.08 -0.093
H -2.188 3.676 1.550 0.02 0.05 0.04 0.088
H -1.392 2.666 2.775 0.01 0.07 0.11 0.080
H -3.071 2.355 2.341 -0.02 0.07 0.06 0.086
C -0.272 1.732 0.604 0.17 0.03 0.31 -0.326
C 0.559 0.914 1.604 0.07 0.08 -0.30 -0.098
H 0.234 1.133 2.621 -0.04 0.03 0.06 0.112
C 2.046 1.260 1.457 -0.10 -0.29 0.47 -0.121
N 2.339 1.732 0.121 0.17 -0.30 -0.25 -0.132
C 3.333 1.257 -0.653 0.17 0.30 -0.07 -0.846
S 4.034 2.170 -1.845 0.28 0.18 -0.40 0.643
N 3.808 -0.008 -0.414 0.36 -0.04 0.24 0.034
C 3.013 -1.146 -0.189 -0.41 -0.29 0.03 -0.269
C 1.689 -1.203 -0.602 0.38 0.03 -0.03 -0.026
C 0.917 -2.328 -0.370 -0.16 -0.33 0.09 -0.013
C 1.471 -3.432 0.268 0.10 0.08 0.00 -0.276
C 2.814 -3.389 0.652 -0.21 -0.13 -0.06 0.002
C 3.574 -2.263 0.428 -0.15 0.12 -0.05 -0.014
H 4.611 -2.241 0.728 0.11 0.02 0.08 0.116
H 3.237 -4.257 1.130 0.06 -0.11 0.06 0.119
O 0.806 -4.586 0.551 0.32 0.06 0.07 -0.085
C -0.548 -4.687 0.181 -0.20 -0.02 -0.06 -0.089
H -0.676 -4.606 -0.903 0.00 0.02 0.04 0.096
H -1.158 -3.924 0.677 0.02 -0.01 -0.03 0.094
H -0.870 -5.674 0.509 -0.03 0.08 -0.04 0.093
H -0.109 -2.331 -0.702 -0.12 -0.03 -0.02 0.098
H 1.261 -0.362 -1.126 -0.07 0.09 -0.04 0.114
H 4.702 -0.183 -0.854 -0.23 0.16 -0.05 0.120
C 1.718 2.998 -0.219 -0.15 0.41 -0.15 -0.196
C 0.358 3.129 0.471 -0.12 -0.33 -0.10 -0.118
H -0.281 3.781 -0.125 0.02 0.08 0.03 0.119
H 0.471 3.580 1.458 -0.06 0.06 0.06 0.113
H 2.377 3.831 0.058 -0.02 -0.08 -0.11 0.122
H 1.604 3.023 -1.306 0.01 0.05 0.16 0.091
H 2.311 2.067 2.153 0.05 -0.08 -0.03 0.133
H 2.671 0.400 1.691 -0.01 0.17 0.03 0.120
H 0.390 -0.147 1.425 -0.05 0.01 0.06 0.101
H -0.184 1.254 -0.375 0.02 0.00 0.01 0.125
H -3.584 1.830 0.176 -0.01 0.05 -0.04 0.119
H -2.323 2.307 -0.970 -0.06 0.05 0.01 0.128
H -3.472 0.714 -2.627 -0.07 0.07 -0.01 0.109
H -4.642 0.208 -1.408 -0.04 0.09 -0.01 0.108
H -4.408 -1.525 -3.167 -0.05 -0.11 -0.09 0.067
H -3.836 -2.149 -1.619 -0.01 -0.12 0.05 0.068
H -2.677 -1.639 -2.849 0.10 -0.07 -0.06 0.068
```
Forces are in eV/Å.

***

- The lowest LUMO energy belongs to which entry?
  C5H11N3

***

- What is the LUMO energy in the second record?
  0.0334 Eh

***

- Which of these has the lowest max |F|?
  C3H8N2O

***

- Among the records above, which one has the lowest LUMO energy?
  C5H11N3